Below is a structure of composition C29H35N2O4PPt, with properties calculated with ωB97M-V/def2-TZVPD.

CARTESIAN COORDINATES (ANGSTROEM)
C: -0.3870 -1.8956 3.2714
C: 0.7310 0.1217 -2.0321
H: 2.7332 1.4968 2.6367
P: 1.0327 1.8158 0.1850
C: 0.0332 -2.9302 -0.1322
H: 2.0525 -3.4421 -0.6341
C: 2.8346 1.9115 0.5156
H: -3.1071 -5.0102 1.2836
H: -4.2352 -2.0994 2.8275
H: 2.2389 4.6448 0.6900
Pt: -0.1059 0.3225 1.4933
C: -1.6714 -1.5362 -1.2743
H: 0.2472 3.4797 -5.4614
C: 0.9371 1.4388 -1.5934
H: 3.1295 -0.2234 0.7436
C: 1.1775 3.3159 -4.9139
C: 0.8306 0.8846 -4.3258
C: -2.9273 -0.0072 1.3902
O: -4.0952 0.0660 1.0843
H: -1.4775 4.5905 0.1637
C: -0.9596 -3.7980 0.2520
C: -0.2918 -1.7606 -0.9123
C: 0.3691 3.5205 0.4631
C: 1.0849 2.4459 -2.5502
C: 1.4605 -3.1792 0.2458
H: -0.7026 -4.6628 0.8546
O: 1.4543 -0.6357 2.4845
H: 1.4439 4.2520 -4.4237
C: 1.0296 2.2033 -3.9131
C: -2.1569 -0.3188 -2.0103
H: -3.0152 -3.7659 4.2878
H: 0.7858 5.6214 0.5199
C: 1.2821 4.7126 0.1729
C: -1.1018 -2.9282 3.9345
H: -3.2308 -0.2164 -1.8596
O: 1.8642 -2.3703 3.8722
H: -3.4959 -5.3341 -0.4048
C: 3.0953 2.2840 1.9750
C: -2.6123 -2.4537 -0.8567
H: 0.2054 3.4955 1.5460
H: -0.5689 -3.6446 4.5435
H: -0.9079 3.7586 -1.2834
C: -3.3643 -4.5392 0.3344
H: 1.4847 4.8501 -0.8884
H: 1.9102 -2.2804 0.6657
H: 0.7912 0.6556 -5.3850
C: 3.5197 0.5978 0.1434
C: 0.9841 -1.6108 3.1972
H: 2.7437 -2.0247 3.6692
H: 4.1683 2.4037 2.1389
H: -1.9582 -0.3945 -3.0817
C: -2.4281 -1.0771 2.3512
C: -2.2948 -3.5837 -0.0981
O: -1.9930 0.7931 0.9182
H: 3.3733 0.3485 -0.9076
C: -1.0019 3.6774 -0.1994
H: 1.5278 -3.9951 0.9658
H: -3.6540 -2.2558 -1.0822
H: 1.2506 3.4630 -2.2228
C: -3.1667 -2.0544 2.9744
H: -4.3218 -4.0302 0.4458
H: 3.2136 2.7042 -0.1399
H: 4.5927 0.6821 0.3298
N: 0.7373 -0.9494 -1.1469
C: 0.6922 -0.1346 -3.4093
H: 2.6092 3.2170 2.2634
H: 0.5583 -1.1581 -3.7366
N: -1.1172 -1.0118 2.5326
H: 1.9528 3.0886 -5.6472
C: -2.4616 -2.9853 3.7817
H: -1.6894 0.5947 -1.6494
H: -1.6612 2.8391 0.0274

Atoms 1-6, force components in eV/Å:
-0.01 -0.02 0.02
0.03 -0.07 0.03
-0.01 -0.02 0.01
-0.10 -0.06 0.08
-0.01 0.04 -0.02
0.00 0.02 0.00

Results
Expectation value of S²: 2.061
HOMO energy (alpha / beta) in eV: -6.14 / -8.13
Multiplicity: 3
Total charge: 0
HOMO-LUMO gap (alpha / beta) in eV: 6.66 / 6.97

Mulliken atomic charge list, values in e, 6 entries: number 1, C, carries 0.861; number 2, C, carries -0.937; number 3, H, carries 0.112; number 4, P, carries 0.494; number 5, C, carries 1.479; number 6, H, carries 0.387

Below is a structure of composition C29H36Cl2N4O2P2Pt at a distorted geometry, with properties calculated with ωB97M-V/def2-TZVPD.

CARTESIAN COORDINATES (ANGSTROEM)
C: -2.2034 -2.8616 1.6354
C: -1.4590 2.6095 5.1377
C: 1.9663 4.8418 2.4715
N: 1.4186 0.1001 -2.7130
C: 3.0213 3.8727 2.5508
H: -4.0073 -2.7634 0.4397
H: 0.0012 4.6606 1.4073
H: -1.7114 -2.4694 -1.4046
H: -1.5023 -3.7125 1.6518
H: 1.9814 5.8268 2.8797
C: -2.8624 -0.6914 -1.1898
C: 0.9298 4.2648 1.7677
H: 1.0527 0.1322 2.2263
H: -1.8773 0.5470 2.2536
H: 0.4888 -3.1723 -0.8688
H: -4.1260 -0.8342 1.6678
H: -1.9912 3.1689 5.9067
C: -1.5177 -1.6378 2.0028
H: -4.8719 -0.4400 -0.4359
C: 2.7688 0.4147 -4.5054
H: 1.9750 -0.5236 0.8845
O: 3.5734 -0.1363 -0.6872
C: -0.3816 -4.2540 -2.5962
C: -3.8616 -0.0086 -0.3535
H: 3.9758 4.0088 3.0222
C: -2.3117 -1.8964 -0.7084
H: -2.9256 -3.0172 2.4589
H: -1.1696 3.1604 -0.4893
C: -0.8062 -3.7445 -3.8715
H: -2.8705 -0.4826 -2.2795
N: 1.3203 2.9721 1.3615
H: -1.8074 1.3566 -1.9250
C: -0.7238 1.5047 -1.8581
C: 4.4039 -2.0569 -1.8008
H: 0.1200 0.0483 3.8322
H: -0.4462 -5.2600 -2.2124
H: -0.9496 -1.6528 2.9391
C: -3.5083 -0.0875 1.1587
H: -0.8316 -1.5882 -4.5771
C: 2.2846 1.1392 -2.3962
H: 3.2343 0.2217 -5.4657
H: -0.9322 0.6229 6.1192
H: 1.2288 -1.6150 1.9943
C: 2.6021 2.7282 1.8980
C: 0.0928 -3.1759 -1.8698
C: 3.2913 -1.3373 -0.9548
N: -0.4849 2.0387 3.1517
C: 1.6688 -0.2758 -4.0410
P: 0.1526 1.7934 0.9715
C: -1.1421 3.0444 3.8365
C: 3.1266 1.3479 -3.4740
C: -2.9299 -2.8937 0.2276
C: -0.3321 2.4739 -0.6843
H: 3.0751 1.7909 1.6382
H: -1.1875 -4.3216 -4.7155
P: -0.0332 -0.3185 -1.8445
H: -1.3455 4.0344 3.4103
C: -0.3423 1.0011 4.0475
C: 1.0412 -0.6835 1.4649
H: 1.0435 -1.0323 -4.4821
C: -0.6442 -2.3523 -3.8339
N: -0.0139 -1.9972 -2.6303
H: -3.9849 1.0541 -0.5852
Cl: 5.2595 -3.2599 -0.7892
O: 2.2679 -2.0095 -0.7143
Pt: -0.6815 -0.7834 0.2398
H: 0.5384 3.1076 -0.9562
Cl: 3.6533 -2.8294 -3.1881
H: -0.3374 1.9247 -2.7836
C: -0.9282 1.3092 5.2712
H: 2.1537 1.6181 -1.4422
H: 3.9183 2.0783 -3.5073
H: -3.7923 0.8531 1.6363
H: 5.1293 -1.2962 -2.1072
C: -2.0711 -0.2721 1.5724
H: -2.8526 -3.9270 -0.1941

Atoms 1-6, force components in eV/Å:
-0.87 -2.05 -0.47
0.20 0.40 -0.65
-0.47 -1.24 -0.67
-0.28 0.46 -0.11
-0.70 -0.79 -0.50
0.42 0.37 -0.49

Results
Expectation value of S²: 2.015
HOMO energy (alpha / beta) in eV: -7.41 / -7.51
Multiplicity: 3
Total charge: 0
HOMO-LUMO gap (alpha / beta) in eV: 5.76 / 4.66

Mulliken atomic charge list, values in e, 6 entries: number 1, C, carries -0.988; number 2, C, carries -0.675; number 3, C, carries -0.831; number 4, N, carries 0.962; number 5, C, carries -0.629; number 6, H, carries 0.291

Below is a structure of composition C29H36ClIN7O2W at a distorted geometry, with properties calculated with ωB97M-V/def2-TZVPD.

CARTESIAN COORDINATES (ANGSTROEM)
C: -2.5525 -0.1786 -0.9699
C: -2.9486 -2.6916 1.8830
H: 0.4771 4.5874 -0.7765
H: -5.3870 0.8889 -2.5828
Cl: 6.5171 2.3457 -2.3860
H: 1.7534 3.3675 -0.8465
C: 5.2825 1.7738 -0.0834
N: -1.6821 -3.3822 1.6009
H: -1.7404 -3.5017 -1.2296
H: -3.7044 -2.9896 1.1561
C: 4.0157 1.3209 -2.0948
H: -1.1052 3.8011 3.6584
H: -1.0580 -5.3618 1.2332
H: 2.2663 -3.7625 1.9653
H: 4.5249 -2.2398 -2.0459
H: -2.6092 3.1655 -0.2801
C: 4.2020 1.3177 0.7185
C: 3.0513 0.8959 0.1214
C: -3.7169 -0.2191 -1.7856
H: 1.0554 -5.0424 2.0302
W: 0.4470 -0.2502 -0.2673
H: -4.9884 -1.4229 -3.0379
O: 4.1447 -1.8730 -1.2386
C: 1.3789 -2.8125 -0.2014
C: 3.8089 1.2681 -3.4826
H: -2.7208 3.7050 2.9436
C: -1.6485 -4.8112 1.9606
C: 2.9752 0.8714 -1.2746
H: 0.9382 3.4161 2.7297
C: -0.7004 -2.7952 0.9596
C: -4.5013 0.9487 -1.9641
H: 6.1886 2.1220 0.3937
C: 1.1244 3.8485 1.7525
H: -2.8104 -1.6165 1.8453
H: -3.2779 -2.9802 2.8786
C: -2.2593 -2.5676 -1.4179
H: 2.3107 -3.3681 -0.2587
C: 5.1982 1.7843 -1.4460
N: 0.3694 3.1306 0.7204
H: 0.8259 -3.5420 2.9602
H: 0.8792 -2.9087 -1.1647
H: -1.6250 0.3249 2.3603
H: 0.8860 4.9113 1.7570
C: -1.8856 -1.4348 -0.7301
N: -0.8414 1.2248 0.1108
C: 2.6248 0.7678 -3.9887
H: 1.7477 -1.7754 -0.0085
C: -1.6540 3.6819 2.7261
C: 1.2006 -3.9657 2.0306
H: 4.5861 1.6164 -4.1513
H: 2.1839 3.7291 1.5231
N: -1.3605 2.3903 2.0847
C: 1.6499 0.3110 -3.1166
H: -2.6709 -5.1794 1.9316
H: -4.7426 3.0115 -1.5133
N: -0.8877 -1.5800 0.3243
C: -3.3571 -2.5641 -2.2876
H: -3.6349 -3.4703 -2.8078
N: 1.8071 0.3603 -1.7878
H: 4.8888 -1.8493 -0.6253
H: -1.4208 4.5000 2.0507
C: -2.9365 2.2012 -0.6512
H: 0.0933 2.9643 -1.3674
N: 0.5423 -3.3097 0.8794
H: -1.2510 -4.9601 2.9622
H: 2.4465 0.7256 -5.0535
H: 0.7205 -0.1062 -3.4862
C: -0.6101 2.2831 0.9988
C: -4.1413 2.1229 -1.3795
O: 1.9264 0.4610 0.7794
H: -3.1393 1.2562 2.2178
C: 0.6917 3.5253 -0.6555
C: -2.1222 1.2574 2.6131
C: -2.1532 1.0981 -0.4645
C: -4.0958 -1.4234 -2.4251
I: 4.3741 1.2993 2.7775
H: -2.1635 1.3535 3.6961

Atoms 1-6, force components in eV/Å:
-0.04 -0.07 0.19
0.08 -0.06 0.00
0.00 0.01 0.01
0.00 -0.01 0.01
-0.04 -0.01 0.01
0.00 -0.02 -0.01

Results
Expectation value of S²: 2.011
HOMO energy (alpha / beta) in eV: -15.81 / -15.90
Multiplicity: 3
Total charge: +3
HOMO-LUMO gap (alpha / beta) in eV: 6.22 / 6.52

Mulliken atomic charge list, values in e, 6 entries: number 1, C, carries -0.661; number 2, C, carries -0.996; number 3, H, carries 0.469; number 4, H, carries 0.486; number 5, Cl, carries -0.176; number 6, H, carries 0.318